*P*
Here is one molecule with the formula C20H23N3O3S from the Open Molecules 2025 dataset. Energies are from ωB97M-V/def2-TZVPD.

The geometry in ORCA input format:
```
! RIJCOSX wB97M-V def2-TZVPD def2/J DEFGRID3
* xyz 0 1
C -0.9691 -2.5029 -8.0208
O -0.2636 -3.0126 -6.9133
C -0.4074 -2.4103 -5.7097
C 0.3167 -2.9744 -4.6540
C 0.2370 -2.4372 -3.3922
C -0.5781 -1.3320 -3.1360
C -0.6095 -0.8088 -1.7509
O 0.2759 -1.0131 -0.9482
N -1.7408 -0.0670 -1.4535
C -2.1520 0.3273 -0.1770
S -3.7114 -0.0440 0.2359
N -1.3189 1.0116 0.6049
C -0.0780 1.6319 0.1974
C 1.0586 1.1384 1.0971
N 0.7281 1.4295 2.4747
C 1.7508 1.7326 3.3724
C 2.5745 2.8183 3.0812
C 3.5928 3.2109 3.9289
C 3.7965 2.5274 5.1108
C 2.9919 1.4447 5.4276
C 1.9834 1.0261 4.5721
O 1.1957 -0.0713 4.8149
C 1.3955 -0.7997 5.9991
C -0.4822 0.7569 2.8764
C -1.6276 1.2674 1.9936
C -1.2859 -0.7641 -4.1904
C -1.2017 -1.2918 -5.4654
H -2.0509 -2.5413 -7.8598
H -0.7070 -3.1479 -8.8578
H -0.6695 -1.4753 -8.2492
H 0.9345 -3.8337 -4.8596
H 0.7972 -2.8628 -2.5739
H -2.5391 -0.2482 -2.0507
H 0.1397 1.4162 -0.8458
H -0.1927 2.7164 0.3234
H 1.9892 1.6326 0.8212
H 1.1748 0.0566 0.9378
H 2.3971 3.3693 2.1697
H 4.2134 4.0555 3.6704
H 4.5802 2.8246 5.7908
H 3.1776 0.9129 6.3474
H 0.6647 -1.6069 5.9700
H 1.2184 -0.1854 6.8883
H 2.4023 -1.2275 6.0468
H -0.7068 0.9924 3.9149
H -0.4042 -0.3345 2.7666
H -2.5617 0.7658 2.2481
H -1.7469 2.3468 2.1379
H -1.8905 0.1185 -4.0379
H -1.7571 -0.8221 -6.2618
*
```

Results
Structure (SMILES) = COc1ccc(C(=O)NC(=S)N2CCN(c3ccccc3OC)CC2)cc1
HOMO energy = -7.571 eV
Frontier orbital gap = 8.00 eV
Lowest unoccupied orbital energy = 0.43 eV

Here are the natural (NBO) charges for atoms 1 to 5, given in e: number 1, C, carries -0.25; number 2, O, carries -0.48; number 3, C, carries 0.33; number 4, C, carries -0.26; number 5, C, carries -0.13

***

*Q*
Here is one molecule with the formula C20H23N3O3S from the Open Molecules 2025 dataset. Energies are from ωB97M-V/def2-TZVPD.

The geometry in ORCA input format:
```
! RIJCOSX wB97M-V def2-TZVPD def2/J DEFGRID3
* xyz 0 1
C -2.4318 1.5825 2.7014
O -1.7143 2.3775 3.6162
C -0.3218 2.1929 3.6202
C 0.4360 3.0774 2.6114
N 0.2634 2.6690 1.2449
C 0.8716 1.6141 0.6354
S 1.9914 0.6001 1.4950
C 2.8454 -0.2390 0.1117
C 2.5417 -1.7404 0.0922
O 3.3514 -2.5046 0.5845
C 1.3100 -2.1484 -0.5259
N 0.3985 -1.2685 -1.0700
C -0.6359 -1.9307 -1.6016
C -1.7544 -1.1608 -2.2063
C -0.4173 -3.3052 -1.4228
C -1.2293 -4.4461 -1.8421
C -2.3923 -4.1718 -2.7714
O -0.9846 -5.5797 -1.4819
C 0.8170 -3.4380 -0.7316
C 1.4588 -4.7067 -0.3219
N 0.5305 1.4638 -0.6218
C -0.3580 2.4793 -0.8839
C -1.0322 2.8004 -2.0548
C -1.8858 3.8838 -2.0186
C -2.0707 4.6331 -0.8564
C -1.4052 4.3308 0.3159
C -0.5436 3.2472 0.2872
H -2.1457 0.5277 2.7862
H -3.4819 1.6928 2.9661
H -2.2927 1.9078 1.6652
H -0.0641 1.1389 3.4483
H 0.0110 2.4768 4.6226
H 0.0854 4.1070 2.7043
H 1.5024 3.0318 2.8548
H 2.5601 0.2759 -0.8023
H 3.9103 -0.1136 0.3112
H 0.4655 -0.2431 -1.0373
H -2.7083 -1.4453 -1.7668
H -1.5979 -0.0980 -2.0333
H -1.8146 -1.3305 -3.2803
H -3.1614 -3.6064 -2.2515
H -2.0654 -3.6061 -3.6392
H -2.8126 -5.1214 -3.0940
H 0.8601 -5.1885 0.4504
H 2.4584 -4.5215 0.0578
H 1.4942 -5.3964 -1.1634
H -0.8834 2.2251 -2.9549
H -2.4265 4.1611 -2.9108
H -2.7510 5.4707 -0.8746
H -1.5589 4.9098 1.2133
*
```

Results
Structure (SMILES) = COCCn1c(SCC(=O)c2[nH]c(C)c(C(C)=O)c2C)nc2ccccc21
HOMO energy = -8.319 eV
Frontier orbital gap = 8.79 eV
Lowest unoccupied orbital energy = 0.47 eV

Here are the natural (NBO) charges for atoms 1 to 5, given in e: number 1, C, carries -0.25; number 2, O, carries -0.54; number 3, C, carries -0.07; number 4, C, carries -0.25; number 5, N, carries -0.37

***

Best to worst by energy: *Q*, *P*.

***

*P*
Here is CNO4S as an isolated structure from the Open Molecules 2025 dataset. Energies are from ωB97M-V/def2-TZVPD.

The geometry in ORCA input format:
```
! RIJCOSX wB97M-V def2-TZVPD def2/J DEFGRID3
* xyz -1 1
C -0.3070 1.4477 0.2635
N 0.1907 -1.3150 -0.2692
O -0.4834 1.5374 1.4581
O -0.6613 1.5436 -0.8532
O -0.9386 -0.9683 -0.3938
O 0.5782 -2.4330 -0.1167
S 1.6214 0.1875 -0.0887
*
```

Results
HOMO energy = -4.358 eV
Frontier orbital gap = 8.01 eV
Lowest unoccupied orbital energy = 3.65 eV

Here are the natural (NBO) charges for atoms 1 to 5, given in e: number 1, C, carries 0.96; number 2, N, carries 0.50; number 3, O, carries -0.64; number 4, O, carries -0.59; number 5, O, carries -0.39

***

*Q*
Here is a 2-piece molecular cluster, CNO4S overall from the Open Molecules 2025 dataset. Energies are from ωB97M-V/def2-TZVPD.

The geometry in ORCA input format:
```
! RIJCOSX wB97M-V def2-TZVPD def2/J DEFGRID3
* xyz -1 1
C 1.4628 -0.4667 -0.2416
N -1.3065 0.3628 0.2175
O 1.1465 -1.2172 -1.0779
O -2.2887 0.5824 -0.4468
O -0.2853 1.0149 -0.1547
O -1.2094 -0.5014 1.0413
S 2.4806 0.2252 0.6621
*
```

Results
HOMO energy = -4.476 eV
Frontier orbital gap = 7.74 eV
Lowest unoccupied orbital energy = 3.26 eV

Here are the natural (NBO) charges for atoms 1 to 5, given in e: number 1, C, carries 0.48; number 2, N, carries 0.72; number 3, O, carries -0.50; number 4, O, carries -0.52; number 5, O, carries -0.59

***

*R*
Here is an isolated ion of composition CNO4S and charge -1 from the Open Molecules 2025 dataset. Energies are from ωB97M-V/def2-TZVPD.

The geometry in ORCA input format:
```
! RIJCOSX wB97M-V def2-TZVPD def2/J DEFGRID3
* xyz -1 1
O -1.2814 1.2185 -1.4381
N -0.3965 0.7412 -0.7565
O 0.7428 0.8493 -1.0827
O -0.8209 0.1281 0.2448
C 0.3750 -0.7279 1.0194
O 0.7831 -0.2027 2.0116
S 0.5979 -2.0064 0.0014
*
```

Results
Structure (SMILES) = O=[N+]([O-])OC([O-])=S
HOMO energy = -4.480 eV
Frontier orbital gap = 8.17 eV
Lowest unoccupied orbital energy = 3.69 eV

Here are the natural (NBO) charges for atoms 1 to 5, given in e: number 1, O, carries -0.49; number 2, N, carries 0.74; number 3, O, carries -0.43; number 4, O, carries -0.39; number 5, C, carries 0.51

***

Best to worst by energy: *P*, *Q*, *R*.

***

*P*
Here is a 4-piece molecular cluster, C2H12N2O3 overall from the Open Molecules 2025 dataset. Energies are from ωB97M-V/def2-TZVPD.

The geometry in ORCA input format:
```
! RIJCOSX wB97M-V def2-TZVPD def2/J DEFGRID3
* xyz -1 2
C 0.5046 -1.9400 -1.8000
N 0.7563 -3.1791 0.6946
C -0.5236 -3.1779 -0.0118
N -0.7404 -2.5928 -1.0979
H 0.1845 -1.8219 -2.8561
H 0.8275 -1.0876 -1.2634
H 1.1733 -2.7949 -1.8425
H 1.6585 -2.9798 0.1137
H 0.8142 -3.8794 1.4703
H -1.3543 -3.4195 0.7414
H 1.9138 4.4808 -4.7138
H 1.2713 4.7923 -3.2008
O 2.0679 4.4240 -3.7292
H -5.3837 3.7416 1.9050
H -4.7799 4.7388 2.8234
O -5.4280 3.9170 2.8550
H 3.4392 -0.1449 3.5680
H 2.8096 1.1011 2.7897
O 3.0387 0.2070 2.6441
*
```

Results
HOMO energy (alpha / beta) = 1.220 / -6.327 eV
Frontier orbital gap (alpha / beta) = 1.65 / 9.14 eV
Lowest unoccupied orbital energy (alpha / beta) = 2.87 / 2.82 eV
Expectation value of S² = 0.750

Here are the natural (NBO) charges for atoms 1 to 5, given in e: number 1, C, carries -0.55; number 2, N, carries -0.91; number 3, C, carries 0.21; number 4, N, carries -0.50; number 5, H, carries 0.20

***

*Q*
Here is a 4-piece molecular cluster, C2H12N2O3 overall from the Open Molecules 2025 dataset. Energies are from ωB97M-V/def2-TZVPD.

The geometry in ORCA input format:
```
! RIJCOSX wB97M-V def2-TZVPD def2/J DEFGRID3
* xyz -1 2
C 1.4079 -0.0136 0.2755
C 0.7328 0.9724 0.9071
N -0.1032 1.8821 0.2235
N 1.9536 -1.1420 0.9202
H 1.0726 -0.0643 -0.7575
H 0.8104 1.1936 1.9634
H 0.0050 2.2722 -0.7064
H -0.5759 2.5380 0.8194
H 1.3488 -1.9616 0.8662
H 2.0790 -0.9626 1.9128
H -0.2763 1.7568 -3.9596
H -0.4382 0.7034 -2.8104
O -0.2169 1.6359 -2.9941
H -2.8412 -0.0408 -0.0759
H -1.2860 0.3719 0.0476
O -1.9591 -0.3261 0.1923
H -1.4600 -2.9808 1.5976
H -1.0621 -1.8778 0.5949
O -0.7980 -2.7511 0.9442
*
```

Results
HOMO energy (alpha / beta) = 0.840 / -4.394 eV
Frontier orbital gap (alpha / beta) = 2.75 / 7.95 eV
Lowest unoccupied orbital energy (alpha / beta) = 3.59 / 3.56 eV
Expectation value of S² = 0.750

Here are the natural (NBO) charges for atoms 1 to 5, given in e: number 1, C, carries -0.12; number 2, C, carries -0.08; number 3, N, carries -0.91; number 4, N, carries -0.85; number 5, H, carries 0.19

***

Best to worst by energy: *Q*, *P*.

***

*P*
Here is a 2-piece molecular cluster, C6H14 overall from the Open Molecules 2025 dataset. Energies are from ωB97M-V/def2-TZVPD.

The geometry in ORCA input format:
```
! RIJCOSX wB97M-V def2-TZVPD def2/J DEFGRID3
* xyz 0 1
C -0.7184 -0.0307 -1.8055
C -0.8515 -0.0037 -0.2256
C 0.4770 0.0272 0.4856
C 1.2761 -1.1885 0.5873
C 2.5108 -1.3178 -0.2422
C 2.5405 -1.2978 1.6113
H -1.7367 0.0027 -2.2834
H -0.0797 0.8405 -2.0950
H -0.1998 -0.9368 -2.1688
H -1.4322 -0.8215 0.0640
H -1.4463 0.9320 0.0303
H -7.5509 5.9746 -0.4569
H 0.4960 0.7420 1.2625
H 0.6664 -2.1210 0.6474
H 2.9848 -0.3599 -0.5660
H -7.9600 5.5320 0.0019
H 2.7251 -2.1747 -0.7709
H 2.8473 -0.2661 1.7186
H 1.9954 -1.5315 2.5698
H 3.4560 -2.0011 1.6355
*
```

Results
HOMO energy = -5.182 eV
Frontier orbital gap = 4.44 eV
Lowest unoccupied orbital energy = -0.74 eV

Here are the natural (NBO) charges for atoms 1 to 5, given in e: number 1, C, carries -0.62; number 2, C, carries -0.39; number 3, C, carries -0.72; number 4, C, carries -0.15; number 5, C, carries -0.06

***

*Q*
Here is one molecule with the formula C6H14 from the Open Molecules 2025 dataset. Energies are from ωB97M-V/def2-TZVPD.

The geometry in ORCA input format:
```
! RIJCOSX wB97M-V def2-TZVPD def2/J DEFGRID3
* xyz 0 1
C -2.3762 -0.1590 -1.2559
C -1.9789 0.3805 0.1006
C -0.5570 -0.1081 0.6284
C 0.6084 0.8092 0.0503
C 1.9478 0.1179 -0.4036
C 2.4165 -0.9013 0.8848
H -2.5658 -1.1782 -1.1615
H -3.2109 0.4184 -1.6348
H -1.4975 -0.0115 -1.8912
H -1.8475 1.4539 0.0385
H -2.7933 0.0180 0.7269
H -0.6145 -0.1650 1.7219
H -0.5364 -1.1693 0.3335
H 0.6799 1.6450 0.8996
H 0.2323 1.5114 -0.6071
H 1.7689 -0.3731 -1.3085
H 2.8244 0.5745 -0.6989
H 1.9605 -0.6370 1.8091
H 3.3994 -1.1698 1.0750
H 1.8373 -1.7520 0.6702
*
```

Results
Structure (SMILES) = CCCCCC
HOMO energy = -10.687 eV
Frontier orbital gap = 11.91 eV
Lowest unoccupied orbital energy = 1.23 eV

Here are the natural (NBO) charges for atoms 1 to 5, given in e: number 1, C, carries -0.60; number 2, C, carries -0.38; number 3, C, carries -0.40; number 4, C, carries -0.41; number 5, C, carries -0.39

***

Best to worst by energy: *Q*, *P*.